Record 1
Formula: C20H55ClN5O9
Source: the OMol25 dataset
Level of theory: ωB97M-V/def2-TZVPD

Geometry as ORCA input:
```
! RIJCOSX wB97M-V def2-TZVPD def2/J DEFGRID3
* xyz -1 1
Cl 0.71 -0.19 -0.10
O 2.70 -4.63 2.36
O -5.81 2.27 -0.33
O -6.20 -1.43 -0.90
O 1.80 -0.02 0.85
O 2.78 1.89 4.90
O -0.34 0.66 0.37
O 2.43 1.69 -6.31
O 0.26 -1.56 -0.21
O 1.10 0.26 -1.40
N -3.23 -0.93 -0.01
N 1.52 4.21 -5.65
N -3.24 1.91 0.70
N 3.37 -2.68 -0.05
N 2.95 -0.75 7.49
C -4.76 2.43 -1.26
C 3.55 -5.72 2.23
C 5.03 -1.82 1.46
C -7.07 2.00 -0.88
C 1.49 1.76 -5.28
C -2.78 -2.08 -2.17
C -7.37 -1.93 -1.46
C 4.13 -3.04 1.15
C 3.21 0.57 6.90
C -3.82 -1.40 -1.26
C 3.30 -3.36 2.39
C 2.94 0.58 5.40
C 1.55 3.13 -4.63
C -3.53 2.81 -0.48
C 2.46 1.86 3.53
C -5.07 -2.27 -1.08
C 4.66 0.95 7.26
C 0.51 3.47 -3.56
C -2.28 2.74 -1.35
C 2.79 0.40 -6.70
H 3.19 -0.16 -5.84
H 5.45 -1.40 0.54
H 3.75 -1.35 7.36
H -3.66 3.80 -0.03
H -7.65 1.32 -0.26
H -8.25 -1.39 -1.11
H 2.51 3.24 -4.13
H 1.56 1.25 3.37
H -0.49 3.37 -3.99
H 4.95 0.43 8.18
H -7.56 -2.94 -1.07
H 3.01 -1.73 0.03
H 2.50 -2.61 2.41
H 3.92 -3.20 3.28
H -1.40 3.26 -0.96
H -3.17 -2.34 -3.15
H -2.99 -1.83 0.44
H 5.94 -1.95 2.04
H 0.66 2.79 -2.70
H -4.85 -3.06 -0.34
H 1.90 -0.16 -7.00
H 2.48 -3.17 0.09
H 3.27 1.48 2.91
H 0.62 4.43 -3.06
H 4.86 -3.82 0.91
H -2.46 -3.02 -1.70
H -7.68 2.88 -1.09
H -6.90 1.49 -1.84
H -3.15 0.93 0.41
H 2.09 -1.17 7.16
H 1.69 1.02 -4.49
H 4.44 -1.01 1.91
H -4.69 1.47 -1.79
H 2.54 1.27 7.41
H 2.10 2.84 3.20
H -1.92 1.73 -1.52
H 3.55 0.39 -7.47
H 2.14 3.91 -6.40
H -2.24 2.11 0.74
H -4.89 3.18 -2.05
H 4.37 -5.74 2.96
H 5.32 0.64 6.45
H 3.98 -5.77 1.23
H -2.40 3.21 -2.34
H 3.11 -6.70 2.42
H -2.26 -0.70 -0.28
H 2.05 -0.01 5.15
H 3.73 0.05 4.85
H 0.62 4.42 -6.04
H -4.20 -0.59 -1.89
H -1.85 -1.51 -2.20
H 4.75 2.01 7.50
H 0.48 1.44 -5.59
H -7.37 -1.99 -2.55
H -5.25 -2.81 -2.01
*
```

As for the orbital gap: 8.60 eV. For the maximum force, the calculation gives 0.048 hartree/bohr. The HOMO energy comes out at -6.01 eV.


Record 2
Formula: C16H24LiNO15
Source: the OMol25 dataset
Level of theory: ωB97M-V/def2-TZVPD

Geometry as ORCA input:
```
! RIJCOSX wB97M-V def2-TZVPD def2/J DEFGRID3
* xyz 0 1
O -2.79 -0.81 2.00
O 0.38 0.60 -1.29
O -0.43 -3.40 -2.16
O 1.11 -1.30 2.82
O -2.26 0.86 0.71
O -1.42 1.62 -2.06
O -0.68 -1.68 -3.34
O 2.00 -1.76 -1.71
O -0.30 -3.01 2.37
O 0.68 -2.05 0.68
O 0.24 2.80 -1.27
O 3.81 -0.54 -2.01
O -1.47 -3.59 -4.02
O 3.37 -2.07 -3.42
O -1.91 -1.28 -0.10
N -0.80 -2.91 -3.20
C 4.65 -1.65 -3.77
C -2.71 1.36 2.00
C 4.94 -0.67 -2.65
C -0.78 3.79 -1.63
C 2.93 -1.41 -2.36
C -3.17 3.23 -2.10
C 0.52 -2.07 1.89
C 6.01 -1.26 -1.78
C 0.65 -1.64 4.18
C -0.36 -2.77 3.82
C -3.56 2.68 1.78
C -2.33 -0.50 0.80
C -1.85 2.94 -2.47
C -3.25 0.28 2.71
C -0.23 1.59 -1.56
C -0.01 -0.42 4.89
Li -0.13 -1.73 -1.31
H -4.37 0.32 2.74
H -2.90 0.31 3.63
H 1.50 -2.09 4.70
H -1.29 -2.33 4.17
H -1.81 1.58 2.60
H -2.85 3.22 1.26
H 0.63 0.36 5.18
H -3.87 2.56 -2.90
H -3.40 2.72 -1.14
H -0.09 -3.51 4.30
H -3.53 4.30 -2.16
H 5.98 -0.69 -0.85
H -0.40 4.60 -2.39
H 5.18 0.26 -3.23
H -1.62 3.17 -3.64
H -3.89 3.04 2.78
H 7.17 -1.38 -2.13
H -0.79 0.25 4.44
H 5.86 -2.23 -1.34
H -0.51 -0.95 5.81
H -1.21 4.22 -0.72
H 5.33 -2.50 -3.81
H -4.37 2.80 1.13
H 4.41 -1.23 -4.85
*
```

As for the orbital gap: 7.37 eV. For the maximum force, the calculation gives 0.181 hartree/bohr. The HOMO energy comes out at -7.32 eV.


Q: maximum force of number 1 (C20H55ClN5O9)?
A: 0.048 hartree/bohr


Q: What is the formula in the first record?
A: C20H55ClN5O9